Entry one
{"formula": "C3H8N2", "method": "wB97M-V/def2-TZVPD", "e_homo_ev": -9.3, "gap_ev": 10.2, "symbols": ["C", "C", "N", "C", "N", "H", "H", "H", "H", "H", "H", "H", "H"], "positions_angstrom": [[1.43912, 0.95220, -0.77917], [-0.01224, 0.44914, -0.85249], [-1.18610, -1.50992, 1.01194], [-1.15180, -0.15892, 1.21935], [-0.81166, 0.75061, 0.38523], [1.65975, 1.59515, 0.01389], [1.68412, 1.43353, -1.67595], [2.24511, 0.08547, -0.82328], [-0.04596, -0.57295, -1.19044], [-0.68472, 0.97695, -1.56061], [-0.65557, -1.91460, 0.28086], [-0.82665, -2.10782, 1.79456], [-1.65342, 0.02116, 2.17611]]}

=====

Entry two
{"formula": "C3H8N2", "method": "wB97M-V/def2-TZVPD", "e_homo_ev": -8.7, "gap_ev": 9.7, "symbols": ["C", "C", "C", "H", "H", "H", "H", "H", "H", "H", "H", "N", "N"], "positions_angstrom": [[-1.52622, -0.88682, -0.01867], [-0.16878, -0.26707, -0.07258], [-0.14773, 1.25529, -0.07809], [-1.46047, -1.96983, -0.02815], [-2.09809, -0.53627, 0.84449], [-2.11004, -0.54128, -0.86504], [0.47985, 1.61667, -0.89548], [0.28044, 1.64632, 0.86752], [-1.17779, 1.62478, -0.20354], [2.79414, -1.03138, 0.18175], [2.13984, 0.44662, 0.49872], [0.88256, -0.99597, -0.10330], [2.11230, -0.36106, -0.12762]]}

=====

Stability ranking, top and bottom: entry two is the most stable and entry one is the least stable.

=====

Entry one
{"formula": "C3H8N2", "method": "wB97M-V/def2-TZVPD", "e_homo_ev": -8.7, "gap_ev": 9.6, "symbols": ["C", "C", "N", "C", "N", "H", "H", "H", "H", "H", "H", "H", "H"], "positions_angstrom": [[0.48317, 0.09682, -0.58674], [-0.62191, 1.07894, -0.91330], [-0.76255, -1.57947, 0.18301], [0.63118, -0.37366, 0.72233], [1.01074, -0.29316, 1.88531], [0.81593, -0.57608, -1.36811], [-0.55365, -2.34507, 0.82278], [-1.66882, -1.19964, 0.44989], [1.76113, 0.36826, 2.08620], [1.59464, 0.86857, -0.31308], [-1.47672, 0.51909, -1.29168], [-0.94049, 1.63052, -0.02749], [-0.27264, 1.80488, -1.64910]]}

=====

Entry two
{"formula": "C3H8N2", "method": "wB97M-V/def2-TZVPD", "e_homo_ev": -8.5, "gap_ev": 9.2, "symbols": ["C", "C", "N", "N", "C", "H", "H", "H", "H", "H", "H", "H", "H"], "positions_angstrom": [[0.76356, 1.26182, -1.74100], [-0.15037, 0.45246, 0.60748], [-0.90964, 0.33242, 1.73358], [0.02218, -2.35522, 0.57145], [0.18599, 1.01039, -0.43423], [-1.81260, 0.78560, 1.67717], [-0.40807, 0.52212, 2.59208], [-0.43341, -2.54062, -0.31646], [-0.66943, -1.95717, 1.19993], [0.68334, -1.48095, 0.36685], [0.78207, 2.33029, -1.96018], [1.78119, 0.86690, -1.78391], [0.16520, 0.77196, -2.51275]]}

=====

Stability ranking, top and bottom: entry two is the most stable and entry one is the least stable.

=====

Entry one
{"formula": "C3H8N2", "method": "wB97M-V/def2-TZVPD", "e_homo_ev": -9.0, "gap_ev": 10.0, "symbols": ["C", "N", "H", "H", "H", "C", "C", "N", "H", "H", "H", "H", "H"], "positions_angstrom": [[2.87731, 0.76680, 1.33601], [1.97375, 0.07758, 0.71755], [3.61803, 0.19690, 1.95582], [3.06639, 1.78525, 1.37907], [1.11185, 0.61746, 0.53164], [-2.37466, -0.06005, -0.14785], [-0.54683, -0.77231, -1.47728], [-1.17666, 0.15745, -0.96711], [-3.13119, -0.52873, -0.76552], [-2.81105, 0.92631, 0.16416], [-2.05644, -0.70533, 0.69735], [-0.00163, -0.71540, -2.41465], [-0.54888, -1.74595, -1.00919]]}

=====

Entry two
{"formula": "C3H8N2", "method": "wB97M-V/def2-TZVPD", "e_homo_ev": -8.7, "gap_ev": 9.6, "symbols": ["C", "C", "C", "H", "H", "H", "H", "H", "H", "H", "H", "N", "N"], "positions_angstrom": [[-0.75920, 0.38109, 1.51259], [0.32704, 0.12504, -0.93911], [0.45458, -1.38600, -0.73427], [-1.50954, -0.35250, 1.21080], [-1.16175, 1.42902, 1.86765], [-0.04911, -0.07584, 2.17334], [0.10932, 1.75797, 0.19538], [-0.64024, -1.65946, -0.55229], [0.86279, -1.98262, -1.54312], [0.98803, -1.59283, 0.23889], [0.79556, 1.80979, -1.72417], [-0.21426, 0.74811, 0.21611], [0.79678, 0.79823, -1.92179]]}

=====

Entry three
{"formula": "C3H8N2", "method": "wB97M-V/def2-TZVPD", "e_homo_ev": -9.1, "gap_ev": 10.2, "symbols": ["C", "C", "H", "H", "H", "H", "N", "C", "N", "H", "H", "H", "H"], "positions_angstrom": [[-2.67776, -0.28507, 0.13953], [-1.45536, -0.75494, 0.39034], [-3.51984, -0.37655, 0.80443], [-2.84581, 0.51553, -0.57419], [-1.13284, -1.05563, 1.38748], [-0.76914, -1.11072, -0.36985], [0.99954, 1.00566, 0.24233], [2.13519, 0.40278, -0.21666], [2.04929, -0.65033, -0.93467], [0.24549, 0.49704, -0.20298], [0.96324, 1.61501, 1.03347], [3.08305, 0.95065, -0.25900], [2.92494, -0.75342, -1.44024]]}

=====

Stability ranking, top and bottom: entry two is the most stable and entry one is the least stable.

=====

Entry one
{"formula": "C7H11N", "method": "wB97M-V/def2-TZVPD", "e_homo_ev": -7.4, "gap_ev": 8.3, "symbols": ["C", "C", "C", "C", "C", "C", "C", "N", "H", "H", "H", "H", "H", "H", "H", "H", "H", "H", "H"], "positions_angstrom": [[1.23321, 0.67543, 1.06278], [-0.71717, -2.04973, 0.56312], [0.90165, 0.74990, -0.40764], [-0.85909, 0.88235, -0.61746], [-0.44907, -0.31542, -1.28775], [-0.35701, -1.60201, -0.81009], [-1.54560, 1.77646, 0.03502], [1.67288, 1.17752, -1.31175], [2.60224, 1.42143, -0.96667], [-0.30817, -0.16831, -2.35417], [-0.06162, -2.36423, -1.52886], [0.36565, 0.71802, 1.71749], [1.74644, -0.25802, 1.29251], [1.88137, 1.51013, 1.33691], [-2.61550, 1.86956, -0.11832], [-1.05970, 2.54516, 0.63748], [-1.41148, -2.89790, 0.51389], [-1.16898, -1.23892, 1.13590], [0.14993, -2.43142, 1.10763]]}

=====

Entry two
{"formula": "C7H11N", "method": "wB97M-V/def2-TZVPD", "e_homo_ev": -7.0, "gap_ev": 7.9, "symbols": ["C", "C", "C", "C", "C", "C", "C", "N", "H", "H", "H", "H", "H", "H", "H", "H", "H", "H", "H"], "positions_angstrom": [[-1.87163, 1.08322, -0.29152], [1.80418, -0.84154, 0.88257], [0.06791, -0.83032, -0.85035], [-0.86662, 0.49978, 0.65680], [0.96808, -0.09372, -0.12793], [-0.33261, -1.60871, -1.81872], [0.89965, 1.32150, -0.02207], [-1.07794, 0.23415, 1.85954], [-0.36264, -0.16100, 2.45335], [-2.71612, 0.39359, -0.35444], [-2.22600, 2.03038, 0.11967], [-1.47498, 1.24056, -1.28869], [2.82605, -0.90460, 0.49873], [1.85315, -0.31702, 1.83936], [1.44257, -1.85753, 1.04448], [0.33961, -1.95228, -2.60562], [-1.36126, -1.95568, -1.88515], [1.46442, 1.79860, 0.76814], [0.62421, 1.92061, -0.87815]]}

=====

Stability ranking, top and bottom: entry one is the most stable and entry two is the least stable.